## A
Here is C3H8N2O as an isolated structure from the Open Molecules 2025 dataset. Energies are from wB97M-V/def2-TZVPD.

The geometry in ORCA input format:
```
! wB97M-V def2-TZVPD RIJCOSX def2/J DEFGRID3
* xyz 0 1
O 2.00226 -1.13941 0.28976
N 0.82871 -0.84933 -0.54972
N -1.97628 -0.66358 0.54091
C 0.82509 1.53229 0.23349
C 0.19059 0.26020 -0.19617
C -1.18511 -0.04104 -0.51565
H -2.58623 -1.38725 0.17648
H -1.38801 -1.09009 1.24911
H 1.91379 1.48418 0.20804
H 0.51532 1.79053 1.25040
H -0.37960 -1.22363 -0.95807
H -1.75716 0.72318 -1.04229
H 0.48001 2.34158 -0.41708
H 2.51662 -1.73763 -0.26922
*
```

Output
LUMO level in eV: 0.74
Kohn-Sham gap in eV: 8.40

## B
Here is C3H8N2O as an isolated structure from the Open Molecules 2025 dataset. Energies are from wB97M-V/def2-TZVPD.

The geometry in ORCA input format:
```
! wB97M-V def2-TZVPD RIJCOSX def2/J DEFGRID3
* xyz 0 1
O -0.57672 -1.55551 1.16522
N 0.68745 0.06652 -0.00047
N -1.27249 0.61327 0.89701
C -0.30590 -0.28348 0.74723
C 1.71075 -0.85654 -0.42839
C -1.23033 1.45153 -0.74037
H 2.48190 -0.30453 -0.96803
H 0.22849 -2.08634 1.11148
H 2.22208 -1.36203 0.40681
H -1.16405 0.83666 -1.62995
H -1.34581 1.02378 1.82167
H -0.52366 2.27347 -0.69550
H 1.32232 -1.64704 -1.08303
H -2.23401 1.83023 -0.60369
*
```

Output
LUMO level in eV: 0.83
Kohn-Sham gap in eV: 9.53

## C
Here is a 2-piece molecular cluster, C3H8N2O overall from the Open Molecules 2025 dataset. Energies are from wB97M-V/def2-TZVPD.

The geometry in ORCA input format:
```
! wB97M-V def2-TZVPD RIJCOSX def2/J DEFGRID3
* xyz 0 1
O 0.05612 -1.24629 -2.63572
N 0.54251 1.89948 -0.04933
N -0.78191 -1.32783 -0.52935
C -0.75349 -1.66902 -1.84044
C 0.99639 0.54832 1.88198
C 0.11092 1.11443 1.05290
H 2.04947 0.58378 1.63373
H 0.75608 0.09223 2.83118
H -0.29117 -0.58633 -0.04931
H -0.96158 1.02793 1.01105
H -1.52825 -2.40460 -2.08169
H 1.51878 1.75188 -0.25760
H -1.67576 -1.52345 -0.10618
H -0.03811 1.73949 -0.86122
*
```

Output
LUMO level in eV: 0.81
Kohn-Sham gap in eV: 9.72

Stability ranking, top entry: C; the second entry is 189.1 kJ/mol less favorable.

## A
Here is a 2-piece molecular cluster, C2H8NO overall from the Open Molecules 2025 dataset. Energies are from wB97M-V/def2-TZVPD.

The geometry in ORCA input format:
```
! wB97M-V def2-TZVPD RIJCOSX def2/J DEFGRID3
* xyz 0 2
O -2.37869 -0.29309 -0.55886
N 0.44837 0.07741 0.01660
C 0.91261 -1.12880 -0.40333
C 1.18573 1.08074 0.79235
H 2.17111 1.16734 0.34157
H -0.54047 0.11119 0.23414
H -2.45158 -0.58387 -1.47540
H 0.17978 -1.87406 -0.64694
H -3.32258 -0.17688 -0.33427
H 1.98639 -1.23502 -0.44643
H 1.12093 0.81846 1.84778
H 0.68839 2.03658 0.63280
*
```

Output
LUMO level (alpha / beta) in eV: 0.68 / 0.67
Kohn-Sham gap (alpha / beta) in eV: 6.10 / 10.41

## B
Here is a 2-piece molecular cluster, C2H8NO overall from the Open Molecules 2025 dataset. Energies are from wB97M-V/def2-TZVPD.

The geometry in ORCA input format:
```
! wB97M-V def2-TZVPD RIJCOSX def2/J DEFGRID3
* xyz 0 2
O -0.47701 1.03849 2.06902
N 0.47927 0.05742 -0.42097
C 0.97843 -1.17651 -0.38541
C -0.75632 0.11174 -1.27144
H -1.09609 1.22667 -1.32022
H -1.29214 1.52764 1.82524
H 0.85264 -1.43431 -1.46364
H 0.22805 0.30018 0.46675
H -0.42528 -0.22433 -2.32473
H -1.64417 -0.60146 -0.91918
H 0.44411 -1.84502 0.26135
H 2.06139 -1.27058 -0.18982
*
```

Output
LUMO level (alpha / beta) in eV: 0.86 / -2.45
Kohn-Sham gap (alpha / beta) in eV: 9.74 / 6.38

Stability ranking, top entry: A; the second entry is 196.2 kJ/mol less favorable.

## A
Here is C5H8N2O as an isolated structure from the Open Molecules 2025 dataset. Energies are from wB97M-V/def2-TZVPD.

The geometry in ORCA input format:
```
! wB97M-V def2-TZVPD RIJCOSX def2/J DEFGRID3
* xyz 0 1
O -0.59232 -2.29152 0.08511
N -0.42393 -0.99151 -0.52162
N 1.83657 -1.34654 -1.09561
C -1.13805 0.10944 0.20426
C 1.03921 -0.60628 -0.43685
C 0.80943 0.64922 0.09851
C -0.28993 0.57878 1.31328
C -0.42128 1.15959 -0.61762
H -0.21309 0.07995 2.42211
H 1.75511 1.33672 0.13364
H -0.57973 1.23147 -1.75377
H 2.73485 -0.99680 -1.03457
H -0.79321 1.63516 1.64229
H -0.84960 -2.79198 -0.70239
H -2.23620 0.04102 0.40912
H -0.63783 2.20329 -0.14591
*
```

Output
LUMO level in eV: 0.93
Kohn-Sham gap in eV: 9.98

## B
Here is one molecule with the formula C5H8N2O from the Open Molecules 2025 dataset. Energies are from wB97M-V/def2-TZVPD.

The geometry in ORCA input format:
```
! wB97M-V def2-TZVPD RIJCOSX def2/J DEFGRID3
* xyz 0 1
O -0.25405 -1.58469 0.21963
N -0.96492 1.86729 -0.05981
N 2.35208 -0.32919 -0.62100
C -2.01470 -0.38517 -0.28129
C -0.94000 0.48946 -0.02857
C 0.15552 -0.33004 0.17279
C 1.59541 -0.01400 0.50152
C -1.61474 -1.64832 -0.08811
H 3.25637 -0.67906 -0.37631
H -2.02617 -2.57482 -0.15079
H 2.43791 0.32798 -1.38705
H 1.99728 -0.61465 1.35212
H -0.71312 2.17925 0.87818
H -3.06329 -0.08418 -0.49704
H -1.83421 2.30383 -0.33031
H 1.63061 1.07631 0.69604
*
```

Output
LUMO level in eV: 1.05
Kohn-Sham gap in eV: 8.75

Stability ranking, top entry: B; the second entry is 376.0 kJ/mol less favorable.

## A
Here is C3H6OS2 as an isolated structure from the Open Molecules 2025 dataset. Energies are from wB97M-V/def2-TZVPD.

The geometry in ORCA input format:
```
! wB97M-V def2-TZVPD RIJCOSX def2/J DEFGRID3
* xyz 0 1
S 0.22477 0.31790 1.26240
S -0.47291 -0.79072 -1.20035
O 1.46137 2.08642 -0.27653
C 1.40828 1.40867 0.71450
C -1.07487 -2.43881 -0.40371
C -0.93049 0.42895 -0.10052
H -0.68879 -3.14405 -1.23653
H -1.88812 0.14019 0.30537
H 2.21957 1.28181 1.54885
H -2.26481 -2.40394 -0.45044
H -0.59683 -2.60347 0.57554
H -0.91932 1.21030 -0.78479
*
```

Output
LUMO level in eV: 0.63
Kohn-Sham gap in eV: 9.23

## B
Here is a 2-piece molecular cluster, C3H6OS2 overall from the Open Molecules 2025 dataset. Energies are from wB97M-V/def2-TZVPD.

The geometry in ORCA input format:
```
! wB97M-V def2-TZVPD RIJCOSX def2/J DEFGRID3
* xyz 0 1
S -2.34592 0.03634 0.46187
S 0.96101 0.93166 0.85825
O 0.80370 1.31750 -0.56355
C -1.81723 1.09714 -0.59463
C 0.85194 -0.80636 0.90210
C 0.56664 -1.41991 -0.22593
H 1.26214 -1.41722 1.64934
H 2.42037 0.75103 1.19313
H 0.17803 -0.89146 -1.10598
H -1.17682 0.71962 -1.45924
H -2.29896 2.15709 -0.53348
H 0.59509 -2.47543 -0.58189
*
```

Output
LUMO level in eV: -0.04
Kohn-Sham gap in eV: 8.38

Stability ranking, top entry: A; the second entry is 251.8 kJ/mol less favorable.

## A
Here is C3H6OS2 as an isolated structure from the Open Molecules 2025 dataset. Energies are from wB97M-V/def2-TZVPD.

The geometry in ORCA input format:
```
! wB97M-V def2-TZVPD RIJCOSX def2/J DEFGRID3
* xyz 0 1
S -2.46442 0.25996 0.16568
S -2.86637 -1.32941 -0.85733
O -3.19610 1.44979 -0.26943
C 0.46093 -1.15536 -0.09420
C 0.07492 0.07147 -0.38618
C 0.33103 -0.83478 -1.55410
H 0.13401 1.04965 -0.01427
H -1.69283 0.90702 -2.55998
H 1.08460 -0.96260 -2.29381
H -1.55685 1.54309 -3.06192
H -0.72191 -1.04138 -1.85213
H 0.82597 -1.86525 0.58798
*
```

Output
LUMO level in eV: -1.69
Kohn-Sham gap in eV: 7.95

## B
Here is one molecule with the formula C3H6OS2 from the Open Molecules 2025 dataset. Energies are from wB97M-V/def2-TZVPD.

The geometry in ORCA input format:
```
! wB97M-V def2-TZVPD RIJCOSX def2/J DEFGRID3
* xyz 0 1
S 0.29046 1.15126 1.11506
S 0.88919 -1.11585 -0.77498
O -1.49838 0.07360 -0.49072
C -1.14943 0.07881 0.81617
C -0.45202 -0.11308 -1.36493
C 1.50119 0.01993 0.52530
H 2.25807 0.64678 0.11223
H -0.04132 0.85324 -1.57533
H 1.83108 -0.57890 1.35653
H -0.77930 -0.91956 1.18069
H -2.03657 0.39140 1.40685
H -0.81296 -0.48762 -2.30688
*
```

Output
LUMO level in eV: 0.78
Kohn-Sham gap in eV: 9.48

Stability ranking, top entry: B; the second entry is 410.5 kJ/mol less favorable.

## A
Here is a 2-piece molecular cluster, C3H6OS2 overall from the Open Molecules 2025 dataset. Energies are from wB97M-V/def2-TZVPD.

The geometry in ORCA input format:
```
! wB97M-V def2-TZVPD RIJCOSX def2/J DEFGRID3
* xyz 0 1
S 1.11305 -0.11616 -1.27656
S -1.74796 -1.40652 -0.47392
O -1.49320 1.18167 -0.47624
C 2.16260 -0.70291 0.07053
C 0.96527 0.04914 0.51551
C -2.26655 0.10969 -0.29378
H 1.10849 1.05336 0.90714
H 2.17626 -1.77837 0.22054
H -2.00341 1.98920 -0.31730
H 3.13071 -0.21846 0.15705
H -3.29746 0.34651 -0.00635
H 0.15219 -0.50716 0.97338
*
```

Output
LUMO level in eV: 0.35
Kohn-Sham gap in eV: 8.27

## B
Here is one molecule with the formula C3H6OS2 from the Open Molecules 2025 dataset. Energies are from wB97M-V/def2-TZVPD.

The geometry in ORCA input format:
```
! wB97M-V def2-TZVPD RIJCOSX def2/J DEFGRID3
* xyz 0 1
S 0.62399 -0.30623 -1.56396
S -1.21912 0.47301 2.21655
O -1.01640 -1.39397 0.37480
C 1.96705 0.75346 -2.25401
C 0.45882 0.39628 0.08762
C -0.61055 -0.23041 0.86629
H 1.46189 0.27198 0.57019
H 2.81804 0.91729 -1.61653
H 0.12952 1.48668 0.08023
H -1.56096 -1.72894 1.06051
H 1.58580 1.71228 -2.56226
H 2.32702 0.30807 -3.17129
*
```

Output
LUMO level in eV: 0.22
Kohn-Sham gap in eV: 9.04

Stability ranking, top entry: B; the second entry is 109.8 kJ/mol less favorable.